The following is a quantum chemistry calculation of one molecule with the formula C3H6N2O2S in a non-equilibrium geometry, from the Open Molecules 2025 dataset.

XYZ file:
```
14
C3H6N2O2S (ωB97M-V/def2-TZVPD)
C 0.78 -0.78 0.12
C -0.60 -1.15 0.69
C -2.35 0.67 -0.38
H 2.98 0.74 0.07
H 2.36 0.60 -1.44
H 0.33 1.23 0.33
H -0.87 -0.50 1.50
H -0.52 -2.15 1.02
H -3.21 0.95 -0.99
N 2.20 1.05 -0.52
N 1.03 0.54 0.06
O 1.57 -1.62 -0.26
O -1.78 1.47 0.34
S -1.92 -1.04 -0.54
```

Net charge: 0
Total energy, eV: -21118.2515
SMILES: NNC(=O)CSC=O
2S+1: 1
Maximum force, eV/A: 1.21

Here are the Löwdin charges for atoms 1 to 6, given in e:
1. C -0.559
2. C -0.366
3. C -0.574
4. H 0.089
5. H 0.093
6. H 0.119

---

The following is a quantum chemistry calculation of C30H32IrN5O3S as an isolated structure in a non-equilibrium geometry, from the Open Molecules 2025 dataset.

XYZ file:
```
72
C30H32IrN5O3S (ωB97M-V/def2-TZVPD)
Ir 1.37 -0.57 0.69
C -2.04 1.93 2.47
C -1.10 0.84 2.09
N -0.41 0.87 0.99
N -0.54 1.81 0.10
C 0.34 1.77 -0.92
O 1.11 0.80 -1.07
C 0.32 2.93 -1.80
C -0.68 3.90 -1.69
C -0.60 5.05 -2.44
C 0.47 5.25 -3.31
C 1.42 4.26 -3.48
C 1.35 3.10 -2.74
C -0.89 -0.32 2.94
C -1.65 -0.54 4.09
C -1.45 -1.69 4.83
C -0.48 -2.59 4.42
C 0.25 -2.30 3.27
N 0.05 -1.21 2.54
H -1.99 2.71 1.72
H -1.75 2.34 3.44
H -3.06 1.57 2.55
H -1.49 3.73 -1.00
H -1.37 5.80 -2.36
H 0.55 6.18 -3.85
H 2.21 4.39 -4.20
H 2.10 2.32 -2.84
H -2.39 0.18 4.40
H -2.03 -1.88 5.72
H -0.28 -3.49 4.97
H 1.00 -2.99 2.91
C 5.48 0.23 -0.56
C 4.54 -0.44 0.40
O 3.49 0.11 0.77
N 4.92 -1.64 0.85
C 4.16 -2.45 1.78
C 3.18 -3.33 1.05
C 3.26 -4.71 1.02
C 2.32 -5.42 0.28
C 1.39 -4.74 -0.48
C 1.39 -3.35 -0.41
N 2.22 -2.69 0.39
H 5.45 1.31 -0.42
H 5.15 0.02 -1.58
H 6.50 -0.13 -0.44
H 5.77 -2.05 0.48
H 3.61 -1.77 2.44
H 4.86 -3.05 2.37
H 4.03 -5.23 1.57
H 2.34 -6.50 0.28
H 0.68 -5.27 -1.11
H -0.01 -2.99 -1.71
C -3.95 3.11 -3.46
C -3.49 2.01 -2.59
C -2.30 1.33 -2.87
C -1.90 0.25 -2.12
C -2.69 -0.18 -1.04
C -3.84 0.53 -0.71
C -4.22 1.61 -1.47
S -2.14 -1.62 -0.21
C -3.49 -2.05 0.92
O 0.56 -2.53 -1.08
H -3.70 2.90 -4.50
H -3.46 4.05 -3.19
H -5.02 3.26 -3.38
H -1.69 1.66 -3.70
H -0.99 -0.28 -2.35
H -4.45 0.23 0.13
H -5.13 2.14 -1.21
H -4.43 -2.05 0.37
H -3.52 -1.36 1.76
H -3.28 -3.05 1.27
```

Net charge: +2
Total energy, eV: -58880.9951
2S+1: 5
Maximum force, eV/A: 2.83

Here are the Löwdin charges for atoms 1 to 6, given in e:
1. Ir 1.394
2. C 0.018
3. C -0.228
4. N -0.052
5. N 0.141
6. C -0.421

---

The following is a quantum chemistry calculation of one molecule with the formula C24H26N4O5S in a non-equilibrium geometry, from the Open Molecules 2025 dataset.

XYZ file:
```
60
C24H26N4O5S (ωB97M-V/def2-TZVPD)
C 8.83 3.47 -1.24
C 8.00 2.19 -1.23
O 7.02 2.33 -0.22
C 6.15 1.31 -0.01
C 6.11 0.12 -0.72
C 5.17 -0.85 -0.42
C 4.24 -0.65 0.60
C 4.28 0.55 1.31
C 5.21 1.51 1.01
H 5.24 2.44 1.56
H 3.57 0.72 2.10
N 3.29 -1.65 0.88
C 2.59 -1.77 2.04
O 2.66 -1.08 3.02
C 1.68 -2.99 1.90
C 1.68 -3.31 0.41
C 0.49 -2.67 -0.29
O 0.56 -1.78 -1.10
N -0.71 -3.21 0.08
C -1.91 -2.80 -0.43
N -3.04 -3.34 -0.12
N -4.07 -2.79 -0.74
C -3.76 -1.83 -1.54
C -4.75 -1.02 -2.29
C -5.16 0.15 -1.42
C -4.82 1.45 -1.74
C -5.20 2.50 -0.91
C -5.92 2.26 0.25
C -6.26 0.92 0.58
C -5.88 -0.10 -0.26
H -6.11 -1.13 -0.02
O -6.95 0.77 1.74
C -7.30 -0.53 2.14
H -7.82 -0.42 3.09
H -7.97 -1.01 1.41
H -6.42 -1.16 2.28
O -6.34 3.21 1.13
C -6.02 4.55 0.86
H -6.46 4.89 -0.09
H -4.94 4.71 0.83
H -6.45 5.12 1.68
H -4.92 3.50 -1.18
H -4.25 1.66 -2.63
H -4.30 -0.66 -3.22
H -5.61 -1.64 -2.51
S -2.03 -1.49 -1.58
H -0.76 -3.97 0.75
H 1.65 -4.38 0.21
C 2.99 -2.69 -0.08
H 2.87 -2.25 -1.08
H 3.79 -3.43 -0.11
H 0.69 -2.77 2.32
H 2.11 -3.81 2.49
H 5.18 -1.76 -0.99
H 6.82 -0.07 -1.52
H 7.51 2.05 -2.21
H 8.64 1.32 -1.03
H 9.60 3.40 -2.01
H 8.20 4.32 -1.44
H 9.31 3.60 -0.28
```

Net charge: 0
Total energy, eV: -52342.9220
SMILES: CCOc1ccc(N2C[C@H](C(=O)Nc3nnc(Cc4ccc(OC)c(OC)c4)s3)CC2=O)cc1
2S+1: 1
Maximum force, eV/A: 1.71

Here are the Löwdin charges for atoms 1 to 6, given in e:
1. C -0.066
2. C -0.268
3. O -0.052
4. C -0.272
5. C -0.017
6. C -0.017

---

The following is a quantum chemistry calculation of an isolated ion of composition C6H7N2O3 and charge +1 in a non-equilibrium geometry, from the Open Molecules 2025 dataset.

XYZ file:
```
18
C6H7N2O3 (ωB97M-V/def2-TZVPD)
C -1.36 -0.45 1.21
C -0.13 -1.09 1.31
C -1.94 0.14 -0.03
C -0.06 1.37 -0.36
C 1.05 0.39 -0.24
C 2.29 0.48 -1.16
N -1.75 -0.84 -0.95
N 0.88 -0.85 0.45
O -2.95 0.89 -0.15
O -0.71 -1.24 -1.39
O 0.82 1.60 0.51
H -2.03 -0.39 2.04
H -0.02 -1.68 2.12
H 3.08 0.43 -0.49
H 2.46 1.39 -1.69
H 2.15 -0.14 -2.04
H -3.55 1.34 0.42
H 1.77 -1.33 0.45
```

Net charge: +1
Total energy, eV: -15442.0767
2S+1: 3
Maximum force, eV/A: 4.57

Here are the Löwdin charges for atoms 1 to 6, given in e:
1. C 0.049
2. C -0.029
3. C -0.393
4. C 0.153
5. C -0.434
6. C 0.045